78
Properties=species:S:1:pos:R:3 method="wB97M-V/def2-TZVPD" lumo_energy_ev=-0.559 homo_energy_ev=-7.4 total_energy_ev=-211277.1140 orbital_gap_ev=6.8 de_lowest_ev=0.481 charge=0
Zn 0.1478 0.6254 -0.6603
O 3.7791 0.8407 -2.8147
C 4.3094 -0.3319 -2.4503
C 5.5896 -0.6546 -2.9162
C 6.1858 -1.8482 -2.5713
C 5.5213 -2.7443 -1.7468
C 4.2566 -2.4365 -1.2843
C 3.6376 -1.2390 -1.6186
C 2.2687 -0.9252 -1.0445
O 1.5720 -0.0002 -1.7244
N 2.4790 -0.4705 0.3553
N 1.4753 0.0945 0.9778
C 1.5092 0.3634 2.2358
C 0.4503 0.9968 2.9538
Br -1.1469 1.4160 1.9674
C 0.4606 1.3505 4.2535
C 1.4351 0.9994 5.2758
C 1.7579 1.9337 6.2623
C 2.6084 1.5976 7.2954
C 3.1292 0.3158 7.3802
C 2.7904 -0.6294 6.4282
C 1.9590 -0.2909 5.3781
H 2.8484 0.8577 -2.4843
H 6.0905 0.0635 -3.5480
H 7.1682 -2.0890 -2.9516
H 5.9892 -3.6764 -1.4671
H 3.7363 -3.1397 -0.6464
H 1.6796 -1.8830 -0.9550
H 3.2577 -0.8551 0.8840
H 2.4006 0.1356 2.8197
H -0.3715 1.9369 4.6164
H 1.3499 2.9317 6.2034
H 2.8551 2.3260 8.0526
H 3.7811 0.0497 8.1978
H 3.1639 -1.6403 6.5140
H 1.6657 -1.0362 4.6540
C -1.4862 -2.0054 3.4947
P -0.6968 -1.9906 1.8271
C 0.5871 -3.2929 2.1231
C -1.9583 -3.0151 0.9248
C -1.4964 -3.2227 -0.5070
P -1.0439 -1.5945 -1.2822
C -0.3718 -2.1774 -2.8823
C -2.7099 -1.0137 -1.7955
H -1.7308 -3.0192 3.8056
H -2.3894 -1.3988 3.4583
H -0.8051 -1.5577 4.2171
H 0.1502 -4.1942 2.5531
H 1.3363 -2.8981 2.8096
H 1.0852 -3.5381 1.1860
H -2.8882 -2.4384 0.9371
H -2.1354 -3.9671 1.4329
H -2.2769 -3.6907 -1.1165
H -0.6129 -3.8656 -0.5348
H -1.0887 -2.8283 -3.3773
H 0.5598 -2.7160 -2.7168
H -0.1490 -1.3093 -3.4993
H -3.2505 -1.8058 -2.3140
H -2.5845 -0.1511 -2.4514
H -3.2729 -0.6949 -0.9169
S -2.1111 4.6378 -6.0904
C -1.8053 4.0967 -4.5784
S -0.1878 3.9751 -3.8838
C -0.9095 3.2300 -2.4480
N -2.1819 3.1098 -2.5247
N -2.6957 3.6086 -3.6713
C -4.0996 3.6281 -3.7978
C -4.7590 4.6578 -4.4585
C -6.1373 4.6347 -4.5637
C -6.8642 3.6034 -3.9950
C -6.2074 2.5968 -3.3083
C -4.8292 2.6035 -3.2062
S 0.0754 2.9307 -1.0789
H -4.2023 5.4731 -4.8837
H -6.6365 5.4293 -5.0971
H -7.9383 3.5922 -4.0867
H -6.7724 1.7932 -2.8598
H -4.3001 1.8365 -2.6625